No. 1
97
Properties=species:S:1:pos:R:3 method="wB97M-V/def2-TZVPD" e_above_lowest_ev=0.5959 total_energy_ha=-3691.01881 total_charge=+1 largest_force_ev_per_a=6.10
O -4.141 -1.973 0.294
V -2.666 -2.608 0.162
O -2.356 -3.271 1.580
Sr -1.735 -0.823 -3.226
Ca 0.940 -2.537 -0.770
C -0.954 -0.384 -0.324
O -0.790 -1.265 0.566
O -2.140 -0.111 -0.656
O -0.072 -0.333 -1.219
C -1.415 -3.547 -2.055
O -0.464 -3.002 -2.721
O -2.547 -3.017 -2.135
O -1.062 -3.836 -0.894
C 0.347 -1.085 5.341
C -0.506 -0.820 4.124
C -0.396 0.634 3.681
O 0.018 -1.692 3.110
H 0.330 -2.162 5.513
H -0.031 -0.574 6.226
H 1.373 -0.758 5.170
H -1.549 -1.087 4.318
H 0.635 0.961 3.544
H -0.839 1.219 4.494
H -0.998 0.866 2.803
H -0.383 -1.501 2.244
C 0.767 4.838 -0.742
C 0.835 3.412 -0.210
C -0.223 3.173 0.870
O 0.557 2.541 -1.309
H -0.257 5.216 -0.773
H 1.239 4.915 -1.719
H 1.260 5.523 -0.049
H 1.829 3.172 0.177
H -1.223 3.324 0.466
H -0.086 3.853 1.714
H -0.082 2.157 1.242
H 0.543 1.612 -1.025
C -2.246 3.923 -3.282
C -1.490 2.927 -4.151
C -0.182 3.507 -4.636
O -1.225 1.761 -3.337
H -3.155 3.462 -2.892
H -2.533 4.851 -3.780
H -1.629 4.258 -2.446
H -2.075 2.596 -5.010
H 0.423 3.894 -3.816
H -0.324 4.246 -5.422
H 0.433 2.700 -5.052
H -0.732 2.086 -2.551
C 2.428 -5.017 2.676
C 1.268 -4.939 1.674
C -0.004 -5.458 2.295
O 1.113 -3.564 1.286
H 2.666 -6.039 2.975
H 2.180 -4.454 3.578
H 3.359 -4.629 2.256
H 1.544 -5.553 0.815
H -0.835 -5.424 1.586
H -0.365 -4.800 3.091
H 0.125 -6.475 2.661
H 0.766 -3.074 2.063
C 3.209 -0.976 2.507
C 2.727 -0.523 1.130
C 3.527 0.692 0.656
O 2.927 -1.602 0.185
H 4.295 -1.067 2.554
H 2.713 -1.914 2.746
H 2.894 -0.258 3.266
H 1.665 -0.279 1.125
H 4.576 0.443 0.477
H 3.504 1.497 1.389
H 3.138 1.022 -0.312
H 3.861 -1.838 0.238
C 3.835 -1.652 -4.351
C 3.317 -0.968 -3.086
C 3.067 0.528 -3.315
O 2.070 -1.590 -2.687
H 3.303 -1.329 -5.249
H 3.732 -2.732 -4.230
H 4.885 -1.438 -4.556
H 4.030 -1.079 -2.272
H 3.885 1.156 -2.962
H 2.179 0.812 -2.745
H 2.916 0.782 -4.366
H 1.487 -1.319 -3.406
C -6.359 2.268 0.436
C -4.847 2.076 0.406
C -4.310 1.475 1.694
O -4.533 1.249 -0.697
H -6.679 2.939 1.233
H -6.907 1.331 0.550
H -6.660 2.690 -0.525
H -4.405 3.073 0.261
H -4.713 0.463 1.780
H -4.656 2.027 2.570
H -3.219 1.472 1.701
H -3.719 0.752 -0.540


No. 2
96
Properties=species:S:1:pos:R:3 method="wB97M-V/def2-TZVPD" e_above_lowest_ev=1.0901 total_energy_ha=-2675.55366 total_charge=0 largest_force_ev_per_a=4.34
C -5.501 -3.564 -4.335
C -4.288 -4.432 -3.973
O -4.393 -5.601 -4.085
N -3.023 -3.882 -3.551
C -2.295 -3.570 -4.792
C -3.186 -2.689 -2.701
C -1.820 -2.077 -2.240
C -1.706 -0.656 -2.890
C -0.677 0.333 -2.214
C -1.306 1.609 -1.631
P 0.239 2.546 -0.804
O 0.017 2.440 0.865
O 1.616 1.722 -1.278
O -2.053 1.232 -0.455
S -3.257 2.348 -0.389
O -2.957 3.438 0.454
O -4.489 1.686 -0.254
O -3.198 2.992 -1.912
C -1.960 2.682 -2.610
N -1.026 3.803 -2.684
C -2.379 2.230 -4.029
C -3.437 3.174 -4.722
N -3.350 3.039 -6.194
N -4.795 2.732 -4.361
N -3.240 4.588 -4.426
H -5.313 -3.006 -5.265
H -5.664 -2.808 -3.548
H -6.417 -4.152 -4.425
H -2.913 -2.881 -5.409
H -1.304 -3.134 -4.622
H -2.137 -4.487 -5.379
H -3.842 -2.897 -1.843
H -3.718 -1.927 -3.313
H -1.848 -2.060 -1.141
H -0.984 -2.717 -2.557
H -1.434 -0.792 -3.948
H -2.699 -0.195 -2.781
H 0.157 0.515 -2.904
H -0.234 -0.210 -1.360
H 0.612 1.738 1.193
H 2.309 2.356 -1.498
H -0.810 3.874 -3.677
H -1.593 4.637 -2.526
H -2.815 1.227 -4.079
H -1.500 2.255 -4.696
H -2.537 3.529 -6.558
H -3.355 2.062 -6.464
H -5.442 3.496 -4.533
H -5.074 1.960 -4.959
H -3.861 4.804 -3.648
H -3.533 5.116 -5.244
C 1.458 -4.558 -0.624
C 1.857 -3.610 -1.742
O 1.827 -2.247 -1.364
C 2.698 -1.870 -0.310
C 4.167 -2.096 -0.619
H 0.490 -4.273 -0.206
H 1.395 -5.581 -0.997
H 2.183 -4.545 0.193
H 1.143 -3.712 -2.561
H 2.838 -3.876 -2.150
H 2.407 -2.374 0.618
H 2.533 -0.803 -0.148
H 4.398 -3.158 -0.720
H 4.788 -1.695 0.182
H 4.440 -1.612 -1.559
C 1.508 -0.971 6.144
C 2.030 -0.446 4.817
O 2.204 -1.455 3.835
C 1.038 -2.161 3.452
C -0.035 -1.276 2.838
H 2.137 -1.786 6.508
H 1.493 -0.173 6.888
H 0.492 -1.360 6.052
H 3.016 -0.006 4.977
H 1.390 0.355 4.432
H 0.641 -2.731 4.300
H 1.357 -2.894 2.709
H -0.440 -0.570 3.565
H -0.863 -1.883 2.468
H 0.376 -0.694 2.010
C 6.321 3.773 6.459
C 4.865 3.530 6.099
O 4.484 2.167 6.158
C 4.598 1.535 7.420
C 3.735 2.166 8.499
H 6.976 3.146 5.853
H 6.582 4.820 6.296
H 6.521 3.540 7.506
H 4.699 3.844 5.067
H 4.200 4.139 6.721
H 5.648 1.493 7.732
H 4.278 0.502 7.270
H 4.063 3.179 8.736
H 3.783 1.578 9.416
H 2.695 2.227 8.172


No. 3
91
Properties=species:S:1:pos:R:3 method="wB97M-V/def2-TZVPD" e_above_lowest_ev=0.0916 total_energy_ha=-1792.01635 total_charge=-1 largest_force_ev_per_a=0.43
C -3.956 1.030 -2.706
C -3.599 2.396 -2.136
O -3.641 3.444 -3.088
C -4.957 3.653 -3.603
C -5.991 4.007 -2.542
O -6.581 2.872 -1.982
N -7.712 2.399 -2.828
C -8.894 2.885 -2.184
C -9.973 1.832 -1.901
C -10.643 1.199 -3.101
O -9.821 0.211 -3.728
H -5.029 0.849 -2.658
H -3.643 0.966 -3.749
H -3.436 0.255 -2.141
H -4.267 2.614 -1.299
H -2.579 2.373 -1.748
H -5.317 2.754 -4.110
H -4.869 4.449 -4.344
H -5.491 4.585 -1.750
H -6.753 4.646 -3.003
H -8.626 3.331 -1.218
H -9.429 3.694 -2.752
H -10.787 2.334 -1.357
H -9.582 1.046 -1.250
H -11.578 0.724 -2.777
H -10.904 1.982 -3.824
H -10.369 -0.240 -4.366
C -0.042 -0.263 -0.606
O -0.286 1.015 -1.160
C 0.262 2.072 -0.398
C 1.567 2.567 -0.980
O 2.593 1.586 -0.912
C 2.783 0.888 -2.131
H -0.346 -1.006 -1.341
H 1.016 -0.403 -0.374
H -0.627 -0.413 0.308
H 0.417 1.758 0.640
H -0.463 2.892 -0.401
H 1.905 3.438 -0.410
H 1.408 2.880 -2.017
H 3.237 1.534 -2.888
H 1.843 0.486 -2.516
H 3.466 0.063 -1.928
C 2.901 -1.836 1.291
O 1.578 -2.214 1.622
C 1.499 -3.303 2.524
C 1.206 -2.842 3.933
O 2.266 -2.065 4.467
C 2.016 -0.671 4.437
H 2.847 -0.889 0.756
H 3.517 -1.706 2.184
H 3.368 -2.584 0.639
H 2.429 -3.882 2.506
H 0.687 -3.955 2.189
H 1.079 -3.718 4.579
H 0.272 -2.274 3.950
H 1.245 -0.398 5.166
H 1.703 -0.339 3.444
H 2.945 -0.170 4.703
C 3.604 -5.875 9.926
O 3.547 -6.734 8.805
C 2.233 -6.946 8.316
C 1.928 -6.089 7.107
O 1.913 -4.710 7.423
C 3.095 -4.024 7.041
H 4.654 -5.657 10.113
H 3.071 -4.939 9.744
H 3.181 -6.360 10.813
H 1.498 -6.745 9.102
H 2.150 -8.000 8.035
H 0.936 -6.356 6.729
H 2.658 -6.293 6.316
H 3.154 -3.924 5.954
H 3.990 -4.530 7.412
H 3.041 -3.026 7.470
C 6.830 2.587 -7.305
O 6.487 3.642 -6.427
C 5.102 3.702 -6.126
C 4.789 3.100 -4.776
O 5.053 1.707 -4.743
C 6.264 1.373 -4.094
H 7.917 2.535 -7.337
H 6.436 1.629 -6.957
H 6.456 2.782 -8.316
H 4.521 3.192 -6.900
H 4.808 4.756 -6.121
H 3.724 3.243 -4.565
H 5.360 3.615 -3.996
H 6.183 1.530 -3.013
H 7.102 1.960 -4.479
H 6.451 0.317 -4.282


No. 4
102
Properties=species:S:1:pos:R:3 method="wB97M-V/def2-TZVPD" total_energy_ha=-3229.93171 spin_multiplicity=4 total_charge=+1 largest_force_ev_per_a=3.90
V -1.011 0.235 -0.707
C -3.765 3.050 -0.669
C -2.235 3.063 -0.364
C -2.051 4.242 0.531
O -1.819 1.840 0.185
H -4.078 2.062 -0.981
H -4.106 3.846 -1.300
H -4.218 3.242 0.280
H -1.736 3.182 -1.339
H -0.995 4.567 0.764
H -2.593 4.023 1.432
H -2.515 5.065 0.082
O -2.677 -4.156 3.360
C -2.106 -4.502 4.410
N -1.665 -3.675 5.376
C -1.977 -5.945 4.783
H -1.849 -2.717 5.240
H -1.621 -4.033 6.317
H -1.212 -6.158 5.566
H -1.774 -6.539 3.897
H -2.888 -6.268 5.260
O -0.197 -0.232 1.249
C 0.748 -1.019 1.443
N 1.594 -1.320 0.499
C 0.979 -1.675 2.765
H 1.500 -0.716 -0.339
H 2.339 -1.918 0.611
H 1.966 -2.143 2.846
H 0.235 -2.452 3.002
H 0.852 -0.912 3.537
O -1.809 0.680 -2.604
C -1.479 0.511 -3.736
N -0.599 -0.431 -4.082
C -1.969 1.404 -4.835
H -0.148 -0.961 -3.335
H -0.227 -0.546 -5.001
H -2.220 0.994 -5.767
H -1.078 2.079 -5.054
H -2.839 1.983 -4.545
O 4.895 0.076 -1.606
C 5.820 0.736 -1.116
N 6.860 0.069 -0.611
C 5.832 2.276 -1.200
H 7.484 0.635 -0.085
H 6.776 -0.930 -0.594
H 6.451 2.767 -0.498
H 4.816 2.635 -0.952
H 6.061 2.569 -2.198
O 1.080 -2.941 -4.822
C 2.238 -3.173 -5.138
N 2.475 -3.895 -6.276
C 3.439 -2.620 -4.326
H 1.813 -4.334 -6.855
H 3.438 -4.192 -6.331
H 3.989 -3.488 -3.870
H 3.105 -1.880 -3.599
H 4.161 -2.090 -5.004
O -0.600 1.282 3.967
C -1.673 1.879 4.071
N -2.622 1.956 3.072
C -2.142 2.566 5.337
H -2.271 1.751 2.144
H -3.249 2.718 3.149
H -1.823 3.602 5.250
H -1.544 2.287 6.210
H -3.197 2.464 5.468
O -2.890 -0.925 -0.141
C -3.651 -0.865 0.846
N -4.942 -0.424 0.837
C -3.169 -1.267 2.257
H -5.495 -0.362 1.673
H -5.401 -0.197 -0.025
H -2.221 -0.730 2.517
H -2.927 -2.287 2.304
H -3.930 -0.926 2.885
O 2.248 3.007 0.041
C 1.824 3.069 1.195
N 0.572 2.873 1.513
C 2.846 3.321 2.319
H -0.233 2.500 1.058
H 0.356 2.910 2.520
H 2.898 2.506 3.064
H 2.581 4.280 2.846
H 3.780 3.486 1.865
O -0.429 -1.696 -1.572
C -0.511 -2.952 -1.429
N -0.172 -3.739 -2.422
C -1.026 -3.518 -0.172
H -0.234 -4.710 -2.389
H 0.232 -3.361 -3.253
H -1.926 -4.138 -0.198
H -1.429 -2.748 0.479
H -0.404 -4.207 0.369
O 0.863 0.778 -1.458
C 1.380 1.729 -2.112
N 2.626 1.584 -2.648
C 0.662 3.056 -2.394
H 3.274 0.894 -2.239
H 3.005 2.440 -3.085
H -0.214 2.901 -3.000
H 1.375 3.714 -2.906
H 0.311 3.532 -1.506


No. 5
104
Properties=species:S:1:pos:R:3 method="wB97M-V/def2-TZVPD" total_energy_ha=-3254.92039 total_charge=+3 largest_force_ev_per_a=4.32
S -0.199 0.131 -1.419
O 0.217 -0.475 -2.683
O 0.894 0.178 -0.482
O -0.726 1.505 -1.687
O -1.347 -0.616 -0.843
C 2.695 -2.827 0.175
C 2.263 -3.022 -1.236
O 1.835 -4.040 -1.678
N 2.531 -1.853 -2.130
H 1.596 -1.401 -2.292
H 3.113 -1.179 -1.623
C 3.260 -2.316 -3.390
H 2.038 -2.143 0.722
H 3.689 -2.383 0.240
H 2.581 -3.784 0.680
H 2.632 -3.014 -3.934
H 4.191 -2.781 -3.088
H 3.355 -1.369 -3.915
C 1.298 2.473 -6.322
C 1.188 1.272 -5.472
O 2.096 0.660 -5.023
N -0.187 0.905 -4.957
H 0.013 0.656 -3.957
H -0.849 1.679 -4.921
C -0.795 -0.216 -5.801
H 0.447 2.783 -6.937
H 2.115 2.436 -7.039
H 1.345 3.343 -5.658
H -1.017 0.104 -6.812
H -1.708 -0.378 -5.230
H -0.133 -1.069 -5.684
C -3.976 2.076 -2.910
C -4.182 2.423 -1.466
O -5.246 2.601 -0.981
N -2.933 2.571 -0.663
H -2.204 1.991 -1.160
H -2.519 3.505 -0.639
C -3.086 1.916 0.676
H -4.259 1.050 -3.135
H -2.954 2.353 -3.167
H -4.672 2.736 -3.431
H -2.118 1.955 1.168
H -3.377 0.897 0.432
H -3.871 2.326 1.305
C 2.976 3.360 2.400
C 1.816 3.012 1.553
O 0.667 2.995 1.894
N 2.030 2.527 0.161
H 2.903 2.020 -0.008
H 1.294 1.836 -0.064
C 1.986 3.592 -0.915
H 3.908 2.843 2.161
H 2.843 3.339 3.477
H 3.249 4.381 2.100
H 1.689 3.099 -1.838
H 2.932 4.063 -1.169
H 1.222 4.305 -0.615
C -4.113 -2.548 -0.114
C -3.242 -3.638 -0.630
O -3.481 -4.790 -0.591
N -1.849 -3.210 -1.124
H -1.732 -2.181 -0.889
H -1.119 -3.701 -0.607
C -1.655 -3.486 -2.602
H -5.162 -2.820 -0.075
H -4.028 -1.663 -0.753
H -3.704 -2.211 0.842
H -2.478 -3.082 -3.189
H -1.681 -4.568 -2.697
H -0.726 -3.018 -2.909
C -2.952 -2.691 5.954
C -2.476 -1.562 5.010
C -0.980 -1.556 4.812
N -0.462 -0.341 4.008
C -0.804 -0.468 2.550
C 1.074 -0.324 4.093
C 1.416 0.435 5.360
C 0.237 1.382 5.606
C -0.835 1.033 4.592
H -4.034 -2.688 6.089
H -2.608 -2.389 6.948
H -2.682 -3.721 5.737
H -2.936 -0.640 5.350
H -2.919 -1.923 4.074
H -0.533 -2.431 4.343
H -0.426 -1.431 5.746
H -0.482 -1.425 2.152
H -0.311 0.355 2.035
H -1.873 -0.279 2.461
H 1.461 0.118 3.179
H 1.498 -1.314 4.260
H 2.297 1.071 5.301
H 1.506 -0.196 6.241
H 0.476 2.444 5.612
H -0.195 1.216 6.595
H -0.932 1.750 3.775
H -1.832 0.980 5.023
P 4.678 0.341 -0.619
F 3.542 0.856 -1.649
F 4.678 1.795 0.142
F 3.503 -0.115 0.406
F 5.908 -0.078 0.344
F 4.601 -1.138 -1.314
F 5.815 0.821 -1.645


Please write out number 5 again, unchanged.
104
Properties=species:S:1:pos:R:3 method="wB97M-V/def2-TZVPD" total_energy_ha=-3254.92039 total_charge=+3 largest_force_ev_per_a=4.32
S -0.199 0.131 -1.419
O 0.217 -0.475 -2.683
O 0.894 0.178 -0.482
O -0.726 1.505 -1.687
O -1.347 -0.616 -0.843
C 2.695 -2.827 0.175
C 2.263 -3.022 -1.236
O 1.835 -4.040 -1.678
N 2.531 -1.853 -2.130
H 1.596 -1.401 -2.292
H 3.113 -1.179 -1.623
C 3.260 -2.316 -3.390
H 2.038 -2.143 0.722
H 3.689 -2.383 0.240
H 2.581 -3.784 0.680
H 2.632 -3.014 -3.934
H 4.191 -2.781 -3.088
H 3.355 -1.369 -3.915
C 1.298 2.473 -6.322
C 1.188 1.272 -5.472
O 2.096 0.660 -5.023
N -0.187 0.905 -4.957
H 0.013 0.656 -3.957
H -0.849 1.679 -4.921
C -0.795 -0.216 -5.801
H 0.447 2.783 -6.937
H 2.115 2.436 -7.039
H 1.345 3.343 -5.658
H -1.017 0.104 -6.812
H -1.708 -0.378 -5.230
H -0.133 -1.069 -5.684
C -3.976 2.076 -2.910
C -4.182 2.423 -1.466
O -5.246 2.601 -0.981
N -2.933 2.571 -0.663
H -2.204 1.991 -1.160
H -2.519 3.505 -0.639
C -3.086 1.916 0.676
H -4.259 1.050 -3.135
H -2.954 2.353 -3.167
H -4.672 2.736 -3.431
H -2.118 1.955 1.168
H -3.377 0.897 0.432
H -3.871 2.326 1.305
C 2.976 3.360 2.400
C 1.816 3.012 1.553
O 0.667 2.995 1.894
N 2.030 2.527 0.161
H 2.903 2.020 -0.008
H 1.294 1.836 -0.064
C 1.986 3.592 -0.915
H 3.908 2.843 2.161
H 2.843 3.339 3.477
H 3.249 4.381 2.100
H 1.689 3.099 -1.838
H 2.932 4.063 -1.169
H 1.222 4.305 -0.615
C -4.113 -2.548 -0.114
C -3.242 -3.638 -0.630
O -3.481 -4.790 -0.591
N -1.849 -3.210 -1.124
H -1.732 -2.181 -0.889
H -1.119 -3.701 -0.607
C -1.655 -3.486 -2.602
H -5.162 -2.820 -0.075
H -4.028 -1.663 -0.753
H -3.704 -2.211 0.842
H -2.478 -3.082 -3.189
H -1.681 -4.568 -2.697
H -0.726 -3.018 -2.909
C -2.952 -2.691 5.954
C -2.476 -1.562 5.010
C -0.980 -1.556 4.812
N -0.462 -0.341 4.008
C -0.804 -0.468 2.550
C 1.074 -0.324 4.093
C 1.416 0.435 5.360
C 0.237 1.382 5.606
C -0.835 1.033 4.592
H -4.034 -2.688 6.089
H -2.608 -2.389 6.948
H -2.682 -3.721 5.737
H -2.936 -0.640 5.350
H -2.919 -1.923 4.074
H -0.533 -2.431 4.343
H -0.426 -1.431 5.746
H -0.482 -1.425 2.152
H -0.311 0.355 2.035
H -1.873 -0.279 2.461
H 1.461 0.118 3.179
H 1.498 -1.314 4.260
H 2.297 1.071 5.301
H 1.506 -0.196 6.241
H 0.476 2.444 5.612
H -0.195 1.216 6.595
H -0.932 1.750 3.775
H -1.832 0.980 5.023
P 4.678 0.341 -0.619
F 3.542 0.856 -1.649
F 4.678 1.795 0.142
F 3.503 -0.115 0.406
F 5.908 -0.078 0.344
F 4.601 -1.138 -1.314
F 5.815 0.821 -1.645